# 1
91
Properties=species:S:1:pos:R:3:lowdin_spin:R:1 method="wB97M-V/def2-TZVPD" total_energy_ha=-7373.368326 homo_energy_ev="-13.57 / -12.58" homo_lumo_gap_ev="7.70 / 6.48" s2=3.7657 spin_multiplicity=4 de_lowest_kj_mol=22.72 lumo_ev="-5.88 / -6.10" charge=+2
H 2.78625 2.54526 0.52236 0.000
Br 4.97679 0.13328 5.85221 0.002
H 1.29138 -4.45645 -1.52580 0.001
Tc 0.76382 -1.02830 0.73117 2.640
H 1.41968 -3.50590 -0.02545 0.014
C 2.68884 -0.93299 4.53808 0.000
N -0.61673 -1.98843 -0.60714 0.018
H -2.95322 1.25373 -3.91255 0.000
H 3.89117 1.27623 -3.51538 0.000
C 2.40656 2.17539 -0.43207 0.004
H 2.80242 -2.30247 -3.29292 0.001
C -1.60496 3.15192 2.30682 0.000
H 3.64741 -2.50157 -1.73095 0.000
C -4.18201 2.16783 -0.89604 0.000
N -0.11879 -1.88650 2.36727 0.015
H 2.42872 -1.31950 5.51149 0.000
H 4.56356 -2.26128 -3.21897 0.000
C 3.65674 -1.97922 -2.68656 0.001
C -5.95760 1.56510 -2.39752 0.000
C -3.22034 1.88547 -1.87264 0.000
H 2.29084 3.03312 -1.10072 0.000
C -1.82232 0.94490 3.50467 0.000
H 0.36229 -4.92439 -0.11060 0.001
C 0.61074 -1.89934 3.51165 0.017
C 0.73941 -4.06794 -0.67080 0.023
H 4.87776 2.42488 -1.87312 0.000
C -0.28907 1.29575 -2.80326 0.000
H -1.90573 4.57419 -1.09580 0.000
N -1.76966 -1.55537 -1.16707 0.005
H 5.00009 2.12959 -0.14278 0.000
H -1.53902 -4.47235 -2.53810 0.000
H 0.58676 2.15384 3.01511 0.001
C -1.30465 -2.51949 2.37932 0.017
H -1.36524 3.61494 3.26471 0.000
N 3.34186 1.22303 -1.01157 0.013
H -3.31747 -1.69856 -3.68507 0.000
H -1.89461 -2.46439 1.47586 0.001
H 0.79792 -2.59462 5.53563 0.000
C -5.02212 1.29714 -3.38527 0.000
H -6.26006 2.24336 -0.38561 0.000
H 5.13311 0.75795 2.94460 0.000
C -1.02564 4.02365 -1.43213 0.000
H -2.74849 -3.70324 3.41665 0.000
Br -1.61167 -4.19716 6.13277 0.006
H 1.64209 -1.35842 -1.62169 0.005
H -2.68161 3.23435 2.15308 0.000
C 3.33750 -0.02174 2.06977 0.009
H 3.59120 0.28861 1.06737 0.001
C -1.43400 -3.55178 -1.99075 0.003
N 1.90010 -0.61797 -0.97697 0.030
H -2.09300 1.63965 4.29781 0.000
C -2.29992 -2.47337 -1.99366 0.006
H 5.38254 0.82934 -1.27735 0.000
C -5.53321 2.00876 -1.15185 0.000
C -1.79289 -3.20291 3.46848 -0.003
C -3.54810 -2.22596 -2.75814 0.001
C 4.72346 1.67422 -1.09577 0.001
C -1.18470 1.68098 2.32301 0.003
H 1.44139 1.70809 -0.26756 0.004
H -1.08794 3.69112 1.51391 0.000
H 3.72419 -0.15703 -4.52848 0.001
O 0.24180 1.56915 2.32894 0.027
H -3.87875 2.52309 0.08194 0.000
C 2.94595 0.02046 -1.48600 0.018
N 2.17227 -0.66997 2.21004 0.017
C 1.87006 -1.15212 3.43976 0.008
H -4.24661 -1.61486 -2.18817 0.000
H -2.71715 0.41773 3.17992 0.000
H -2.24185 -0.73888 -0.78294 0.000
N 3.67822 -0.54026 -2.47863 0.012
O -0.89252 1.54678 -0.04972 0.021
H -0.36535 0.21151 -2.72545 0.000
Si -1.39784 2.18860 -1.57633 0.001
H -0.75296 4.43347 -2.40648 0.000
H -5.34821 0.97749 -4.36634 0.000
H -0.20903 4.23966 -0.74158 0.000
H -4.02067 -3.16804 -3.02505 0.000
H -1.12530 0.21964 3.91807 0.000
C 0.18985 -2.57778 4.64427 -0.003
C -3.66984 1.45379 -3.12347 0.000
C 3.85922 -0.21184 4.38038 0.004
O -2.49908 0.27100 0.84846 0.013
C 4.17374 0.23251 -3.61305 0.001
C -1.02325 -3.24666 4.62580 0.014
C -1.60063 1.07227 0.97359 0.012
C 4.20232 0.23530 3.10925 0.001
H -7.01236 1.45260 -2.60819 0.000
H 0.75537 1.57731 -2.66216 0.000
H 5.25786 0.15737 -3.70582 0.000
H -0.55901 1.57974 -3.82249 0.000
C -0.40814 -3.21614 -1.10428 0.011

---

# 2
9
Properties=species:S:1:pos:R:3:nbo_charge:R:1 method="wB97M-V/def2-TZVPD" total_energy_ha=-518.487584 homo_energy_ev=-9.96 homo_lumo_gap_ev=9.86 de_lowest_kj_mol=315.83 smiles="O=[si]1cc1.O" lumo_ev=-0.11
H 3.05481 0.18127 0.23449 0.487
H -2.70691 -0.36446 -1.34255 0.232
O -0.31119 2.16083 1.43677 -1.144
Si -0.97233 0.96498 0.68017 1.898
O 2.16242 0.22545 0.43517 -0.988
C -2.01751 -0.06563 -0.48616 -0.613
H 1.82030 0.61036 1.26541 0.505
C -1.32365 -0.85498 0.38181 -0.601
H -1.46576 -1.94769 0.42263 0.225

---

# 3
78
Properties=species:S:1:pos:R:3:lowdin_spin:R:1 method="wB97M-V/def2-TZVPD" total_energy_ha=-10737.764921 homo_energy_ev="-14.17 / -14.18" homo_lumo_gap_ev="7.29 / 6.53" s2=0.7574 spin_multiplicity=2 de_lowest_kj_mol=34.27 lumo_ev="-6.88 / -7.66" charge=+2
C 1.01071 0.65685 5.66480 0.003
Ru -0.40886 -0.50703 0.13630 0.913
Br -0.79463 -2.39163 -3.34583 0.002
F -4.60023 1.19199 -2.74068 0.000
Cl -2.43405 -1.93812 2.81710 -0.004
Br -1.16040 1.31171 1.60175 0.048
H -3.92467 0.65227 0.16267 0.000
C 5.08457 1.47094 1.09672 -0.001
C 2.49163 -4.73303 1.64837 0.000
C -5.09067 -0.74878 -3.85695 0.000
C -2.63984 1.85761 -1.08816 0.001
F 1.63671 0.51024 6.81202 0.001
H 0.30155 -2.62600 4.03387 0.000
H -2.81889 5.23190 -1.30659 0.000
P -1.72936 0.42440 -1.74394 -0.004
C 1.56299 2.29066 -4.33658 0.000
F -0.32792 2.35535 6.56556 0.000
C 1.35984 -0.12653 4.57199 0.000
C -4.05330 4.01855 -0.04167 0.001
C 5.17908 0.14680 1.49536 0.000
C 3.31931 -0.50591 -1.78898 0.005
H 5.98244 2.05307 0.93833 0.000
H -1.58821 3.33579 -2.25252 0.000
H 0.51168 1.50655 -6.03265 0.000
C 4.03136 -0.60687 1.71168 -0.001
C 1.54807 -2.60881 2.27302 -0.002
C -0.27104 0.96715 3.25881 -0.001
H 3.75957 3.09869 0.62975 0.000
C 0.00747 1.60688 5.54021 -0.001
F -1.57260 2.69621 4.18220 0.000
C 0.91672 -3.20877 3.36025 -0.001
F 2.36180 -0.98407 4.71506 0.000
H 0.59060 1.97034 -1.11424 0.003
C 1.08282 -4.56520 3.59260 0.000
C -4.36070 2.72655 0.36777 0.000
C 3.83553 2.05823 0.91741 0.000
C 0.58039 1.84134 -2.19409 0.004
H 3.44922 0.23289 -1.00812 0.000
H 3.10620 -5.32562 0.98422 0.000
C -3.05008 4.22867 -0.97490 0.000
H 1.72040 1.78251 0.99502 0.001
H 2.37525 2.97951 -2.46884 0.000
F -5.59701 -2.69505 -5.05266 0.000
C 1.86998 -5.32590 2.74001 -0.001
Si -2.18460 -1.76242 0.82721 -0.010
Cl -3.95613 -2.06667 -0.06638 -0.004
H 0.60208 -5.02606 4.44477 0.000
Cl 1.70025 -1.28376 -1.54511 0.018
H -1.28200 0.49188 -4.69043 0.000
F -3.10443 -3.61383 -4.68134 0.000
H 2.00203 -6.38295 2.92754 0.000
C -2.34825 3.15415 -1.50553 0.000
P 1.22534 -0.89487 1.85297 -0.012
C -3.44732 -2.45316 -4.14616 0.000
C -2.54161 -1.71174 -3.41476 0.000
C -2.88810 -0.47504 -2.84269 -0.001
Cl 4.57793 -1.71263 -1.70739 0.003
C -0.47961 1.02477 -4.19650 -0.001
C 0.53353 1.59721 -4.95515 0.000
C -0.63190 1.77172 4.31753 0.003
C -3.65341 1.65482 -0.14667 0.000
H -5.15547 2.55543 1.08147 0.000
H 2.80709 -2.93129 0.54474 0.000
C 2.78163 -0.03120 1.51006 0.000
Cl -0.74429 -3.03659 0.02767 0.039
H 2.34340 2.74359 -4.93350 0.000
H -4.60405 4.85833 0.36012 0.000
C 0.70445 -0.01052 3.35444 0.000
H 3.28240 -0.06742 -2.77919 0.000
C 1.58483 2.41869 -2.95143 0.001
C 2.32718 -3.37942 1.40640 -0.001
C -4.17141 -0.00524 -3.12757 0.000
C 2.68924 1.30944 1.12035 0.001
C -0.45750 1.14044 -2.81233 -0.001
C -4.73789 -1.98538 -4.35678 0.000
H 4.12009 -1.63067 2.04769 0.000
H 6.14951 -0.30509 1.64984 0.000
F -6.29641 -0.26081 -4.07938 0.000